Below is C27H22NO2OsS as an isolated structure, with properties calculated with wB97M-V/def2-TZVPD.

Positions of all 54 atoms, in Å:
Os  -0.03671  -0.00328  -0.42142
O  -0.70637  -2.90048  -3.10104
C  -0.04048  -2.00067  -2.65188
O  -0.54849  -0.87185  -2.20683
C  1.47601  -2.11043  -2.65122
C  1.99708  -3.16746  -3.39417
C  3.35837  -3.40085  -3.46908
C  4.24778  -2.56697  -2.80152
C  3.76200  -1.49583  -2.07749
C  2.38529  -1.26428  -1.99428
S  1.96905  0.21218  -1.12654
H  1.29191  -3.80975  -3.90381
H  3.72860  -4.23462  -4.05042
H  5.31346  -2.74448  -2.85343
H  4.44336  -0.82361  -1.57007
N  -0.95788  1.64320  -1.31703
C  -2.25542  1.51306  -0.67861
C  -2.81221  2.58153  0.01050
C  -3.98144  2.38667  0.72056
C  -4.58246  1.13015  0.76330
C  -4.02800  0.07574  0.06384
C  -2.86133  0.25514  -0.67941
H  -0.99488  1.48810  -2.32417
H  -0.56514  2.55914  -1.11700
H  -2.32264  3.54761  0.01168
H  -4.42419  3.21818  1.25191
H  -5.49389  0.98745  1.32749
H  -4.51496  -0.89028  0.05717
H  -2.50009  -0.53020  -1.33309
C  1.47800  -3.70259  0.17640
C  0.23109  -3.13747  0.14405
C  -0.03106  -1.96154  0.88392
C  1.00067  -1.37262  1.66317
C  2.25877  -2.00042  1.71590
C  2.48585  -3.13965  0.98192
C  0.75655  -0.06985  2.24799
C  0.10019  0.80875  1.44017
C  -0.21668  2.17911  1.86961
C  -1.09702  2.41752  2.92372
C  -1.42293  3.71661  3.28470
C  -0.86192  4.79266  2.60948
C  0.03770  4.56571  1.57601
C  0.35141  3.26704  1.20418
H  1.67954  -4.60064  -0.39125
H  -0.56628  -3.60001  -0.42525
H  -1.05655  -1.72503  1.15147
H  3.04709  -1.56155  2.31358
H  3.45992  -3.61047  1.01395
H  1.20743  0.18812  3.20349
H  -1.54345  1.58005  3.44628
H  -2.11332  3.88978  4.09998
H  -1.11157  5.80514  2.89740
H  0.50162  5.40108  1.06768
H  1.07866  3.08717  0.41750

Orbital gap (alpha / beta), eV: 6.12 / 6.18
DFT total energy, a.u.: -1735.934696
Molar mass, g mol⁻¹: 614.78
E_HOMO (alpha / beta), eV: -11.36 / -11.38
Net charge: +1


Below is C3H3ClI2O as an isolated structure in a non-equilibrium geometry, with properties calculated with wB97M-V/def2-TZVPD.

Positions of all 10 atoms, in Å:
C  1.70232  2.76031  -1.16391
C  -0.28400  -0.54615  0.98222
C  0.92126  -1.00623  0.58632
O  2.05346  3.78988  -0.64273
Cl  0.04987  2.34386  -1.47187
I  1.14725  -2.01671  -1.26089
I  2.55769  -0.74385  1.93505
H  -1.16948  -0.87795  0.51878
H  2.37576  1.92107  -1.24291
H  -0.69904  0.10304  1.75571

Orbital gap, eV: 8.87
DFT total energy, a.u.: -1246.866093
Molar mass, g mol⁻¹: 344.32
E_HOMO, eV: -9.31


In order of appearance, relative energy (zero: lowest compared OMol25 entry of this formula, charge and spin) = 0.0000, 1.2105 eV.